ORCA calculation (ωB97M-V with the def2-TZVPD basis set) on C8H16O2SSi in the gas phase at a distorted geometry.

```
28
Properties=species:S:1:pos:R:3:mulliken_charge:R:1
C -0.223 2.511 0.156 -1.550
C -0.994 1.265 -0.165 0.805
C -0.458 0.049 -0.249 0.194
Si 1.293 -0.606 0.068 0.221
C 1.224 -1.559 1.724 -1.204
C 2.660 0.723 0.161 -1.128
C 1.724 -1.786 -1.372 -1.130
C -1.550 -1.109 -0.565 -0.875
S -3.049 -0.297 0.039 1.133
O -4.197 -0.652 -0.753 -0.674
O -3.155 -0.451 1.462 -0.649
C -2.471 1.394 -0.332 -0.982
H -0.846 3.395 0.044 0.415
H 0.641 2.614 -0.494 0.337
H 0.128 2.468 1.185 0.292
H 1.808 -1.067 2.496 0.355
H 0.203 -1.630 2.087 0.374
H 1.610 -2.568 1.626 0.355
H 3.618 0.252 0.361 0.342
H 2.762 1.270 -0.770 0.336
H 2.479 1.442 0.953 0.323
H 2.794 -1.964 -1.417 0.340
H 1.241 -2.752 -1.258 0.339
H 1.428 -1.380 -2.335 0.348
H -1.644 -1.261 -1.633 0.355
H -1.338 -2.028 -0.037 0.502
H -2.911 2.101 0.368 0.480
H -2.778 1.625 -1.349 0.346
```

lowest unoccupied orbital energy = 0.637 eV
energy above the lowest of the compared OMol25 structures with the same formula, charge and spin = 0.00 kJ/mol
SMILES = CC1=C([Si](C)(C)C)CS(=O)(=O)C1
net charge = 0



ORCA calculation (ωB97M-V with the def2-TZVPD basis set) on C19H25N3O4S in the gas phase.

```
52
Properties=species:S:1:pos:R:3:mulliken_charge:R:1
C 4.685 -2.085 1.463 -1.100
C 4.606 -0.763 0.713 -0.238
O 3.544 0.056 1.201 -0.433
C 2.312 -0.202 0.721 0.596
O 2.083 -1.070 -0.107 -0.670
C 1.309 0.667 1.278 -0.299
N 1.584 1.638 2.217 -0.031
C 0.430 2.279 2.536 -1.300
C 0.206 3.322 3.432 -0.975
C -1.076 3.789 3.568 -0.649
C -2.145 3.240 2.828 0.748
O -3.359 3.813 3.074 -0.513
C -4.475 3.323 2.369 -0.768
C -1.935 2.206 1.940 0.339
C -0.633 1.715 1.785 0.145
C -0.056 0.686 0.985 1.020
N -0.597 -0.202 0.077 -0.003
C -1.841 -0.329 -0.449 0.156
O -2.808 0.350 -0.184 -0.701
C -1.904 -1.519 -1.425 0.309
C -3.129 -1.400 -2.337 -1.713
N -0.622 -1.658 -2.091 0.344
C -0.310 -2.980 -2.595 -0.863
C 1.197 -3.129 -2.744 -0.340
S 1.813 -2.025 -4.050 -0.180
C 1.170 -0.509 -3.281 -0.394
C -0.332 -0.622 -3.066 -0.852
H 4.797 -1.908 2.530 0.312
H 3.779 -2.662 1.294 0.298
H 5.537 -2.655 1.104 0.378
H 4.453 -0.944 -0.356 0.267
H 5.510 -0.170 0.862 0.334
H 2.500 1.816 2.588 0.191
H 1.019 3.748 4.001 0.401
H -1.304 4.595 4.248 0.455
H -5.321 3.919 2.706 0.231
H -4.351 3.442 1.288 0.309
H -4.659 2.268 2.593 0.304
H -2.728 1.771 1.358 0.840
H 0.097 -0.837 -0.330 -0.050
H -2.030 -2.408 -0.791 0.407
H -3.069 -0.504 -2.948 0.305
H -3.205 -2.271 -2.984 0.408
H -4.023 -1.332 -1.725 0.470
H -0.666 -3.721 -1.874 0.439
H -0.792 -3.182 -3.568 0.278
H 1.467 -4.142 -3.036 0.485
H 1.699 -2.853 -1.817 -0.013
H 1.410 0.312 -3.954 0.467
H 1.686 -0.381 -2.330 -0.067
H -0.707 0.331 -2.682 0.470
H -0.815 -0.824 -4.037 0.446
```

lowest unoccupied orbital energy = 0.302 eV
energy above the lowest of the compared OMol25 structures with the same formula, charge and spin = 138.35 kJ/mol
SMILES = CCOC(=O)c1[nH]c2ccc(OC)cc2c1NC(=O)[C@@H](C)N1CCSCC1
net charge = 0



ORCA calculation (ωB97M-V with the def2-TZVPD basis set) on 5 unconnected molecules or ions with the total composition C39H41Cl8F3I2N3.

```
96
Properties=species:S:1:pos:R:3:mulliken_charge:R:1
C 0.843 6.934 -3.648 -0.966
C 0.009 6.828 -4.934 -0.212
C 0.869 6.601 -6.179 -0.967
C 1.539 5.220 -6.196 -0.584
C 0.561 4.062 -6.435 -0.861
C 0.988 2.745 -5.758 -0.846
C 0.011 2.240 -4.676 -0.740
C 0.730 1.836 -3.389 -0.434
C -0.157 1.007 -2.452 -0.528
C 0.626 0.314 -1.323 0.003
C 0.871 1.162 -0.133 0.547
N 2.034 1.607 0.300 0.912
C 3.374 1.436 -0.257 -1.184
C 3.656 2.530 -1.290 0.150
C 5.105 2.572 -1.691 0.837
F 5.918 2.474 -0.635 -0.269
F 5.407 1.565 -2.517 -0.274
F 5.392 3.707 -2.318 -0.254
N 1.905 2.346 1.434 -0.684
C 0.642 2.342 1.699 -0.154
I -0.198 3.244 3.323 0.326
N -0.042 1.613 0.750 -0.349
I -2.035 1.204 0.727 0.410
H 0.307 7.512 -2.895 0.387
H 1.788 7.448 -3.830 0.294
H 1.048 5.957 -3.210 0.046
H -0.573 7.741 -5.047 0.362
H -0.679 5.988 -4.818 0.200
H 1.664 7.350 -6.191 0.383
H 0.268 6.722 -7.083 0.325
H 2.076 5.093 -5.253 0.295
H 2.281 5.215 -6.996 0.361
H -0.449 4.337 -6.130 0.502
H 0.503 3.901 -7.513 0.356
H 1.142 1.958 -6.494 0.450
H 1.950 2.917 -5.270 0.425
H -0.704 3.028 -4.432 0.389
H -0.553 1.376 -5.029 0.418
H 1.600 1.222 -3.639 0.411
H 1.046 2.739 -2.858 0.123
H -0.612 0.209 -3.043 0.513
H -0.976 1.607 -2.062 0.277
H 1.593 -0.021 -1.698 0.316
H 0.079 -0.566 -0.976 -0.570
H 3.449 0.440 -0.684 0.335
H 4.052 1.533 0.586 0.440
H 3.365 3.491 -0.865 0.421
H 3.047 2.357 -2.176 -0.330
Cl 2.741 2.804 5.521 -0.190
C 3.649 4.231 5.146 0.077
C 4.157 5.040 6.153 0.411
Cl 3.912 4.657 7.818 -0.194
C 4.875 6.180 5.822 -0.510
C 5.086 6.509 4.494 -0.427
C 4.580 5.696 3.488 -0.687
C 3.862 4.559 3.815 -0.096
H 5.267 6.807 6.610 0.407
H 5.647 7.399 4.245 0.379
H 4.747 5.948 2.450 0.373
H 3.468 3.916 3.040 0.487
Cl -0.912 -2.769 0.129 -0.300
C -2.395 -3.091 0.972 0.307
C -2.432 -3.983 2.033 0.265
Cl -1.004 -4.799 2.563 -0.221
C -3.632 -4.231 2.683 -0.392
C -4.789 -3.590 2.276 0.029
C -4.750 -2.697 1.212 -0.742
C -3.553 -2.448 0.561 -0.610
H -3.656 -4.929 3.508 0.467
H -5.724 -3.787 2.784 0.040
H -5.654 -2.202 0.885 0.404
H -3.516 -1.770 -0.281 0.674
Cl -5.535 -4.917 5.859 -0.174
C -6.918 -5.811 5.324 0.291
C -7.954 -5.189 4.641 0.351
Cl -7.900 -3.495 4.283 -0.191
C -9.056 -5.926 4.232 -0.471
C -9.121 -7.281 4.503 -0.451
C -8.083 -7.904 5.183 -0.480
C -6.984 -7.170 5.593 -0.435
H -9.859 -5.432 3.703 0.403
H -9.982 -7.851 4.183 0.374
H -8.129 -8.963 5.396 0.373
H -6.173 -7.646 6.126 0.412
Cl -1.050 -8.105 -0.620 -0.212
C 0.543 -8.275 0.033 -0.049
C 1.355 -9.345 -0.316 0.483
Cl 0.816 -10.555 -1.424 -0.194
C 2.626 -9.453 0.231 -0.504
C 3.084 -8.495 1.120 -0.387
C 2.272 -7.423 1.464 -0.519
C 1.003 -7.315 0.922 0.175
H 3.251 -10.290 -0.043 0.395
H 4.075 -8.588 1.543 0.367
H 2.625 -6.673 2.159 0.367
H 0.356 -6.489 1.182 0.113
```

lowest unoccupied orbital energy = -4.411 eV
net charge = +1



ORCA calculation (ωB97M-V with the def2-TZVPD basis set) on 2 unconnected molecules or ions with the total composition C5H15NO at a distorted geometry.

```
22
Properties=species:S:1:pos:R:3:mulliken_charge:R:1
C -0.606 1.101 1.832 -1.576
C -0.642 0.405 0.496 0.761
C -1.731 -0.648 0.530 -1.500
C 0.717 -0.130 0.025 0.447
C 0.447 -1.177 -1.055 -1.743
N 1.602 -0.767 1.102 -0.634
H -1.578 1.600 1.998 0.420
H 0.105 1.984 1.855 0.313
H -0.327 0.444 2.694 0.335
H -0.908 1.259 -0.203 0.120
H -2.164 -0.860 -0.478 0.285
H -1.376 -1.494 1.103 0.294
H -2.681 -0.330 0.935 0.492
H 1.396 0.650 -0.382 0.228
H -0.131 -0.910 -1.909 0.280
H 1.428 -1.262 -1.539 0.395
H 0.043 -2.039 -0.563 0.594
H 1.207 -0.763 2.029 0.238
H 1.840 -1.802 0.938 0.244
O 1.312 1.492 -2.762 -0.608
H 0.867 2.319 -3.093 0.310
H 1.179 0.928 -3.554 0.307
```

lowest unoccupied orbital energy = 0.666 eV
energy above the lowest of the compared OMol25 structures with the same formula, charge and spin = 132.88 kJ/mol
SMILES = CC(C)[C@H](C)N.O
net charge = 0